Here is a 16-piece molecular cluster, C58H143B6F24N11O9 overall at a distorted geometry from OMol25. Energies are from ωB97M-V/def2-TZVPD.

net charge: +4
LUMO energy: -5.9 eV
multiplicity: 1
gap between HOMO and LUMO: 0.35470 Eh
largest force on an atom: 3.436 eV Å⁻¹

The geometry in XYZ format:
```
251
Properties=species:S:1:pos:R:3:forces:R:3:lowdin_charge:R:1
F -2.52726 3.90639 -0.79317 0.64 0.55 0.18 0.120
F -3.89838 2.19870 -1.33055 0.78 -0.82 -0.10 0.124
F 2.10295 1.22495 -2.15000 -0.29 0.92 -0.67 0.091
F 0.78694 2.85192 -3.28011 -0.70 0.31 0.72 0.140
F -0.56515 -2.45568 4.26364 -0.37 -0.38 -0.27 0.166
F -2.76443 3.33284 -3.00419 0.39 0.12 -0.46 0.156
F 3.54795 1.76556 3.14893 0.56 -0.08 -0.59 0.059
F -4.58426 4.18522 -1.86950 0.58 1.19 -0.11 0.093
F -4.70705 -2.02539 -2.87793 0.17 0.45 -0.84 0.114
F 5.51643 2.59359 2.13205 0.00 0.44 0.68 0.108
F 3.43082 3.53698 1.78665 -0.42 1.60 -0.24 0.153
F 0.82005 -5.75561 -1.33023 0.67 0.30 0.46 0.076
F 1.62200 -3.15278 4.35132 -0.46 0.20 0.63 0.108
F 0.87567 -1.26448 5.57178 0.23 -0.64 -0.47 0.097
F 3.00766 2.77180 -3.64329 0.32 -0.10 0.13 0.135
F 2.09041 -3.70897 -1.29121 0.07 -0.56 -0.15 0.125
F 0.30544 -3.33881 6.22025 -1.27 -0.67 -0.29 0.125
F -5.76857 -4.04009 -2.68876 -0.56 -1.11 -0.85 0.141
F -3.96927 -3.53866 -1.41268 1.27 -0.90 0.66 0.128
F 4.04287 1.57130 0.84436 -0.68 -0.41 0.09 0.088
F 1.42454 -4.80583 -3.26295 0.71 0.18 -0.77 0.132
F -5.95567 -2.48530 -1.05472 -0.30 -0.08 0.27 0.076
F -0.08813 -3.80699 -1.94306 -0.59 0.64 0.06 0.066
F 1.60786 1.06043 -4.38347 0.13 0.33 0.28 0.054
O 7.22214 6.38466 1.39588 -1.96 -2.14 -1.84 -0.214
O -1.31538 -3.36882 -4.90784 -0.26 -0.92 0.44 0.160
O 3.98966 -2.81123 -6.80907 -0.81 0.55 -0.31 -0.206
O -3.07603 -0.49697 0.68480 0.91 -0.09 -0.81 -0.213
O -3.67395 5.08586 2.25738 -1.38 0.31 -1.77 0.149
O 3.90776 -4.42292 5.97237 0.52 -0.27 -0.45 0.188
O 0.16709 2.92376 5.81018 0.12 1.84 0.60 -0.214
O -1.24700 0.82280 -6.50853 -0.67 -2.27 -2.01 0.215
O -9.07069 -0.54186 -1.21363 0.56 1.10 -0.06 -0.174
N 2.40686 -3.49430 7.43583 -0.32 0.43 -0.34 0.070
N 2.70267 4.59675 6.14281 -1.40 0.61 -0.76 -0.281
N -0.00401 -6.72024 2.39717 0.13 1.62 0.17 -0.039
N -1.51556 -6.20680 3.87264 0.16 0.07 -1.72 -0.079
N 4.82568 -0.92034 -4.61256 -0.50 0.37 0.69 -0.249
N 6.24277 4.52738 -1.38017 1.05 -0.49 -0.16 -0.260
N -10.47019 -2.85244 -2.23519 -0.98 1.83 -1.62 -0.248
N -0.13616 -0.36829 0.78140 0.22 0.80 0.26 -0.206
N -1.36831 1.40565 -4.26949 -0.07 -0.54 0.15 0.086
N -3.87687 5.92981 0.13009 -0.26 1.36 0.05 0.053
N -1.69396 -5.28823 -3.75128 0.01 -1.94 0.16 0.111
C 6.74950 2.05294 -1.02554 -0.25 -0.68 0.12 -0.039
C 6.81786 4.70964 -2.79560 -0.84 0.63 1.15 -0.159
C -1.25723 -5.26225 -6.30998 0.46 0.66 -0.32 0.037
C 3.12070 3.30781 5.61928 0.66 -1.99 0.28 -0.012
C 2.06063 5.83990 8.31653 0.67 -0.19 -0.17 -0.033
C -0.97765 -1.61809 0.94114 -0.11 0.23 -0.10 -0.074
C -1.42067 -4.56398 -4.98835 0.70 2.15 -1.43 -0.415
C -9.09447 -3.25663 -1.90534 0.96 -1.01 1.88 -0.017
C 1.43981 5.02034 5.37871 0.55 -1.62 0.20 -0.059
C -0.36840 -5.81663 3.30288 -0.72 -0.76 0.17 -0.001
C -4.41510 5.21324 1.30842 -0.71 -0.61 1.32 -0.388
C -2.40563 -1.46020 1.44359 -0.17 0.00 0.74 -0.202
C -0.60734 0.32191 -0.49033 2.43 0.38 1.08 0.040
C 8.23937 6.80314 2.24354 0.19 1.54 -1.00 -0.117
C -0.29507 0.53260 1.98102 -1.51 -0.58 1.38 -0.155
C -3.10651 -5.92956 -3.59019 0.58 1.65 0.64 0.091
C 0.11793 4.39735 5.88833 0.40 -0.31 -0.32 -0.146
C -4.46783 -0.40251 0.85617 0.22 0.78 0.74 -0.063
C -10.06926 -3.88505 -4.60834 0.28 0.62 1.14 -0.031
C 7.43649 4.78667 -0.50323 -0.69 0.19 1.10 -0.103
C 1.86771 -5.26415 1.60197 0.44 -0.14 0.96 -0.066
C 7.26354 4.96241 1.00518 1.35 1.45 0.16 -0.127
C 5.97337 -1.88167 -4.85595 -0.36 0.64 -0.54 -0.138
C -11.35219 -3.04413 -1.04252 -0.46 -0.58 -0.15 -0.177
C 3.10094 -1.81655 -6.29281 1.42 0.31 -1.25 -0.178
C -7.98296 -0.20229 -2.05421 0.22 -1.44 -0.74 -0.072
C -1.21952 1.71006 -5.77585 1.44 1.60 2.43 -0.409
C -10.27852 -0.28850 -1.85525 -0.50 0.38 -0.25 -0.219
C 1.90694 -1.47608 1.92288 -1.73 1.40 0.16 -0.035
C 6.96574 -1.31850 -5.84041 0.25 -0.26 -0.41 -0.055
C -1.65048 -0.00806 -3.91093 -1.04 -0.28 -0.58 0.013
C -5.81630 4.62433 1.09452 1.22 -0.49 0.65 0.049
C 5.04498 5.50777 6.59570 1.08 -0.83 0.03 -0.061
C 5.66544 3.12888 -1.10078 0.20 0.47 -0.49 -0.119
C -3.49035 7.32418 0.41885 1.99 1.97 0.14 0.002
C 3.98004 -1.39909 -3.45492 -1.27 0.31 0.16 -0.161
C -0.76749 3.09629 -5.96048 -1.52 1.68 -0.71 0.037
C -10.58973 -1.40574 -2.81860 0.50 -0.74 -0.05 -0.067
C 2.21732 -4.83734 8.02661 0.15 0.54 1.48 0.010
C 1.25033 -6.63755 1.61858 0.58 -1.91 0.44 -0.145
C 3.54166 -3.39444 6.40754 -0.54 -0.52 0.41 -0.416
C 5.19309 5.53823 -1.16316 -0.69 0.15 0.47 0.026
C -0.97115 -7.67931 2.31072 0.29 -1.75 -0.44 -0.006
C 4.62534 -1.34086 -2.06527 0.69 -2.38 -1.14 -0.026
C 5.27320 0.45090 -4.24176 0.79 -0.03 0.34 -0.016
C 2.37635 4.50611 7.62079 1.54 0.91 -0.23 -0.149
C 0.25387 1.95466 1.96788 1.03 -0.59 -1.27 -0.014
C 3.28113 -3.88450 -7.41540 -1.13 0.15 1.44 -0.071
C -2.40193 -5.35612 4.66097 -0.04 -0.64 0.53 0.030
C -12.83857 -2.83666 -1.19442 -0.43 1.22 0.19 -0.054
C -1.91073 -7.37974 3.23836 -0.69 -0.25 1.10 -0.003
C -10.95984 -3.75111 -3.36303 0.36 -0.83 0.47 -0.159
C 3.94999 -2.00373 6.15869 1.08 1.16 -0.05 0.027
C 3.76026 5.61642 5.79872 -0.46 2.05 0.94 -0.179
C 1.37391 -0.74236 0.68303 -0.85 0.06 0.09 -0.093
C -1.10889 2.25254 5.81221 0.63 -0.09 -0.08 -0.063
C 3.98709 -0.67064 -5.85538 -0.44 0.12 -0.20 -0.077
C 5.92299 4.08730 -3.79450 0.19 0.66 -1.15 -0.058
B -3.38993 3.41710 -1.78162 -2.27 -1.00 0.64 -1.251
B -5.09323 -3.05362 -2.03051 -0.53 1.61 0.73 -1.380
B 4.13505 2.39440 1.99400 0.38 -1.78 0.11 -1.295
B 1.15271 -4.50804 -1.94340 -1.27 -0.49 0.23 -1.252
B 0.54773 -2.55373 5.05825 0.56 1.44 -0.16 -1.245
B 1.88614 2.02191 -3.32207 0.72 -1.56 -0.22 -1.223
H 0.14206 3.28795 -5.40064 0.43 -0.20 -0.46 0.090
H 3.92410 5.68019 4.70543 -0.18 -0.61 0.55 0.154
H 5.93148 2.98987 -3.75870 -0.01 0.51 -0.28 0.064
H 4.91060 5.46027 7.69030 -0.26 0.51 -0.46 0.077
H 5.72144 6.39674 6.35768 -0.80 -1.50 0.20 0.123
H 5.65574 -1.83372 -2.12840 -1.40 0.63 0.51 0.102
H -2.76207 -7.94147 3.65666 0.53 0.41 -0.74 0.152
H -2.13018 -5.86880 -6.48387 -0.19 -0.43 -0.40 0.079
H 1.35827 1.95106 1.82236 -0.75 0.22 0.15 0.076
H 7.94105 7.86893 2.45673 0.93 -0.99 -0.05 0.117
H 0.97853 -6.97915 0.61780 0.26 0.15 0.05 0.115
H -2.08308 1.99189 -3.81570 0.11 0.31 -0.25 0.128
H 5.65089 0.85756 -5.15428 0.35 0.66 -0.42 0.096
H 9.21191 6.70470 1.70212 -0.37 0.35 0.81 0.108
H 2.48106 -3.60250 -8.14223 0.60 0.20 0.59 0.107
H 6.28098 4.50826 -4.75095 -0.29 -0.74 0.03 0.113
H 1.95772 0.19724 0.53716 -0.58 -0.68 -0.15 0.126
H 8.21678 4.56619 1.37658 -0.19 -0.03 0.31 0.131
H -13.20282 -2.56942 -0.18098 0.00 -0.38 -0.60 0.107
H 3.07765 -4.98400 8.64111 0.70 -0.79 0.14 0.100
H 4.72919 -0.32249 -1.83243 0.07 1.20 1.05 0.030
H 0.13694 -4.92268 3.56503 0.47 0.56 0.02 0.131
H -2.44311 -0.44163 -4.55428 0.50 0.47 0.31 0.116
H -0.47337 -0.36932 -1.26744 0.11 -1.09 -1.05 0.079
H 1.70008 5.59504 9.31899 -0.07 0.11 -0.15 0.098
H -10.32605 0.65486 -2.50576 0.33 -0.91 1.04 0.161
H -0.32711 -5.84558 -6.45233 -0.53 0.05 0.59 0.110
H -6.55792 5.18150 0.46220 1.02 -0.49 0.63 0.120
H 6.11042 0.40989 -3.51467 -0.70 -0.03 -0.27 0.113
H -0.47077 -2.29362 1.58480 0.40 -0.33 0.87 0.097
H -5.53260 3.63233 0.66055 -0.58 0.62 -0.19 0.111
H 7.71836 -2.07695 -5.92169 0.48 -0.61 -0.32 0.088
H 3.27967 4.02384 7.95829 0.18 -0.02 0.91 0.124
H -1.81537 -4.57226 5.12577 0.06 -0.11 0.32 0.080
H -3.37644 7.89137 -0.56522 -0.24 -0.85 1.39 0.133
H -1.39937 -4.64801 -3.02310 -0.24 0.74 1.05 0.128
H 4.41280 1.05114 -3.90178 0.45 -0.39 0.01 0.100
H 3.98278 -4.50514 -7.89659 0.85 -0.69 -0.60 0.077
H 4.65387 -1.89500 5.31000 -0.64 -0.40 0.34 0.121
H 2.21366 -4.94075 2.60945 -0.42 -0.11 -0.60 0.087
H 1.26389 -2.21494 2.41153 0.42 -0.26 -0.88 0.051
H 0.05811 -0.06615 2.84613 0.10 0.48 -0.50 0.127
H 6.48403 4.35417 1.42972 -0.55 0.10 0.30 0.102
H 7.80328 4.32627 -2.77121 0.95 -0.71 -0.10 0.117
H -4.87955 0.18929 0.04171 0.14 -0.23 -0.19 0.081
H 6.43861 -2.04256 -3.88132 -0.06 -0.18 -0.30 0.122
H 5.50841 4.50240 6.39537 0.22 1.28 -0.19 0.088
H 8.16786 4.00159 -0.61243 -0.06 -0.13 -0.67 0.119
H 2.44050 -1.48326 -7.11271 0.19 0.18 0.30 0.146
H 1.58636 3.80294 7.72945 -0.64 -0.54 -0.13 0.109
H -2.03332 0.01905 -2.89773 0.06 -0.27 0.16 0.088
H 1.27451 6.37346 7.77401 0.11 0.05 0.25 0.080
H -0.95258 -2.11063 -0.00732 -0.16 -0.11 -0.89 0.125
H 4.96383 2.92896 -1.90636 -0.13 0.03 0.03 0.103
H 2.86302 -4.41687 -6.54020 -0.36 -0.32 -0.75 0.096
H 6.93646 5.80412 -2.92644 -0.29 -0.58 0.02 0.149
H 1.38240 -4.87163 8.72647 -0.22 0.51 -0.27 0.112
H -0.82078 -8.58747 1.66842 -0.36 1.24 0.80 0.167
H 4.15766 3.11390 5.90766 -0.14 0.12 -0.26 0.109
H -1.47315 3.78317 -5.47685 -0.15 -0.21 0.23 0.101
H -8.31323 -2.82629 -2.50231 -0.08 -0.24 -0.86 0.081
H -3.05984 5.37229 -0.10453 0.49 -0.40 -0.78 0.126
H -4.60933 0.19264 1.77331 -0.53 -0.46 0.08 0.097
H 7.41775 2.23842 -0.19246 0.08 -0.20 0.10 0.077
H 3.32795 0.14440 -5.56071 0.05 0.18 -0.17 0.119
H 6.60312 -1.13269 -6.87737 0.11 -0.01 0.95 0.106
H 2.03105 -0.75563 2.71021 0.32 0.58 0.41 0.070
H -8.16181 0.71265 -2.58897 0.04 0.78 0.08 0.091
H -11.57234 -1.24403 -3.27639 0.14 -0.46 0.20 0.140
H -9.04242 -4.36622 -1.80911 -0.08 0.74 -0.72 0.138
H -8.78350 -2.94037 -0.91040 -0.56 0.36 0.07 0.112
H 8.19265 6.22892 3.12876 0.45 -0.55 1.28 0.069
H -9.83898 -1.42502 -3.61790 -0.28 0.20 0.16 0.121
H 3.06220 -1.38386 6.00131 0.13 -0.03 -0.04 0.082
H 1.14320 -4.59273 1.18411 -0.27 0.68 -0.11 0.068
H 2.99057 3.22950 4.54444 0.30 0.27 0.01 0.089
H -3.09874 -6.68939 -2.78297 0.27 0.33 -0.87 0.120
H 1.88743 -7.42713 2.11630 -0.25 0.92 -0.79 0.156
H 4.35008 5.37364 -1.85131 0.29 -0.18 0.43 0.118
H -1.38206 0.55951 2.14209 0.28 0.34 -0.18 0.117
H -10.08231 -2.91520 -5.12140 0.34 -0.63 -0.39 0.086
H -1.50574 2.30587 4.80887 -0.65 0.48 -0.26 0.069
H -4.48990 5.99314 -0.68370 -0.22 -1.02 0.04 0.162
H -13.35338 -3.71022 -1.54220 -0.33 -0.36 -0.20 0.079
H 5.53575 -2.77795 -5.29458 -0.06 -0.01 0.50 0.128
H -2.38218 -1.16961 2.53279 -0.19 -0.37 -0.74 0.132
H 7.52376 -0.49854 -5.42158 -0.03 0.70 -0.11 0.076
H -0.21695 2.54808 1.18036 0.13 -0.10 -0.09 0.082
H -10.94710 -4.66994 -2.81431 -0.37 -1.06 -0.16 0.117
H 3.04073 -0.79651 -3.46270 0.76 -0.16 -0.02 0.132
H 1.62793 4.65823 4.36258 -0.17 0.43 0.05 0.137
H 3.97467 -1.93741 -1.36051 0.76 0.89 -0.71 0.099
H -1.78604 2.64416 6.58566 0.16 -0.17 -0.34 0.102
H 2.94503 6.50518 8.45212 -0.64 -0.53 -0.27 0.095
H 3.29141 6.59171 6.08044 0.34 -0.61 -0.29 0.129
H 7.81040 5.69710 -0.88223 0.82 1.07 -0.32 0.127
H -2.84021 -6.06617 5.37073 -0.15 0.72 0.23 0.110
H -2.88553 -2.47104 1.35693 0.30 0.68 0.05 0.149
H 2.87796 -1.77960 1.67303 1.29 -1.04 -0.25 0.080
H 5.56913 6.54006 -1.33750 0.31 0.04 0.01 0.118
H 7.35503 1.83130 -1.92437 -0.27 0.87 0.10 0.090
H 1.38627 -1.37006 -0.19917 0.39 -0.11 -0.28 0.113
H -10.98092 -0.17491 -1.03148 -0.51 -0.06 -0.30 0.131
H -9.05633 -4.24657 -4.35886 -0.24 0.76 0.11 0.090
H 5.05533 3.27683 -0.19862 0.60 -0.51 -0.19 0.104
H 1.54210 6.08502 5.44210 -1.08 0.62 -0.21 0.119
H 2.46591 -2.11006 -5.48052 -0.36 -0.78 0.52 0.115
H -2.48516 7.32438 0.93597 -1.19 -0.03 -0.61 0.121
H -3.18134 -4.86949 4.07181 0.14 -0.33 -0.22 0.109
H 3.66765 -2.38565 -3.69474 -0.06 -1.06 -0.17 0.114
H -11.04954 -2.38072 -0.26359 0.93 0.27 0.38 0.121
H -10.40805 -4.70868 -5.21057 -0.79 0.04 -0.49 0.086
H 4.88282 5.46277 -0.11446 -0.19 0.04 -0.33 0.116
H -0.61045 4.80219 5.19049 -0.40 -0.16 -0.16 0.127
H 4.92538 4.49190 -3.65563 -0.29 -0.37 -0.19 0.076
H -3.39372 -6.25137 -4.58823 -0.15 -0.34 0.34 0.094
H 6.29977 1.06928 -0.84274 -0.32 0.40 0.32 0.079
H 2.74558 -5.22239 0.96367 -0.07 -0.28 -0.17 0.096
H 1.47970 -3.28171 6.96141 0.63 0.08 -0.01 0.077
H -0.97954 -6.01560 -3.68156 0.08 -0.31 -0.04 0.176
H 2.53858 -2.73602 8.09789 0.00 -0.21 0.54 0.177
H -11.99555 -3.49338 -3.57153 0.12 0.15 -0.16 0.130
H 4.51572 -1.58805 7.02817 -0.54 -0.43 -0.32 0.121
H 0.02602 2.47218 2.88654 -0.03 -0.20 0.53 0.063
H 2.53799 2.48729 6.04199 -0.21 0.33 0.06 0.114
H -3.70897 -5.07701 -3.23698 -0.13 -0.54 -0.32 0.080
H -7.87254 -0.97858 -2.84012 0.23 0.38 0.28 0.086
H 0.09661 1.12794 -0.67148 -0.09 0.26 -0.03 0.098
H 2.05855 -5.60224 7.30168 0.28 -0.20 -0.71 0.099
H -1.60631 0.63545 -0.43786 -1.27 0.37 0.44 0.081
H -0.46941 1.67804 -3.82933 -0.32 0.21 -0.25 0.119
H -4.18539 7.86205 1.09191 0.07 -0.59 -0.57 0.116
H 4.66910 -0.34563 -6.67168 -0.51 -0.30 0.67 0.147
H -1.18907 -4.42789 -7.04662 -0.32 -0.76 0.49 0.114
H -7.07176 -0.21852 -1.48432 0.25 0.17 0.23 0.084
H -11.21884 -4.08421 -0.75973 0.40 -0.01 0.36 0.138
H -0.83516 3.42820 -7.01957 0.77 -0.59 0.65 0.122
H -0.13823 4.83928 6.87654 0.01 -0.88 -0.31 0.128
H -0.76612 -0.61190 -4.01795 0.33 -0.09 0.07 0.091
H -0.92452 1.17354 5.93432 0.19 0.48 0.47 0.091
H -4.89440 -1.39194 0.88115 -0.50 -0.22 0.10 0.081
H -13.11520 -1.97325 -1.82192 0.15 -0.33 0.13 0.090
H -6.15210 4.38917 2.11241 -0.38 0.24 -0.39 0.098
```
Positions in Å, forces in eV/Å.